The following is a quantum chemistry calculation of the molecule C12H18OSi at a distorted geometry, from OMol25.

Last column: Mulliken charge in e.
Geometry (Å):
C  0.15465  -2.05289  1.78085  -1.08
C  0.43785  -1.94062  0.47890  -1.09
C  0.21564  -0.63490  -0.29623  2.36
C  0.42656  -1.00220  -1.75211  -1.93
C  -1.20430  -0.02429  -0.02680  -0.31
C  -2.29846  -0.85813  -0.17952  -0.33
C  -3.54779  -0.38808  0.14421  -0.56
C  -3.83872  0.96105  0.41288  -0.56
C  -2.76425  1.84684  0.31507  -0.94
C  -1.50423  1.30936  0.20316  0.31
Si  1.68361  0.71766  0.16334  0.77
C  1.87581  1.87918  -1.32118  -1.14
C  3.10684  -0.49042  0.59719  -1.26
O  1.66108  1.82176  1.47844  -0.65
H  0.33146  -2.91705  2.25647  0.43
H  -0.39193  -1.31608  2.25262  0.30
H  0.74565  -2.65067  -0.20110  0.61
H  0.38114  -0.21753  -2.48943  0.42
H  1.43509  -1.47948  -2.01268  0.40
H  -0.40769  -1.52191  -2.19598  0.45
H  -2.08228  -1.95592  -0.38262  0.26
H  -4.43812  -1.14975  0.07558  0.20
H  -4.74682  1.39863  0.60429  0.49
H  -2.78991  2.87323  0.47743  0.46
H  -0.60297  2.07127  0.19228  0.01
H  1.97152  1.42049  -2.27435  0.40
H  0.92885  2.40194  -1.54695  0.35
H  2.81476  2.53939  -1.04081  0.25
H  2.69365  -1.33329  0.98044  0.50
H  3.67764  -0.85171  -0.33002  0.27
H  3.81124  -0.03597  1.38823  0.31
H  2.26446  1.58010  2.24844  0.29

The SMILES is C=C[C@@](C)(c1ccccc1)[Si](C)(C)O. The lowest unoccupied orbital energy comes out at 0.69 eV. For the energy above the lowest of the compared OMol25 structures with the same formula, charge and spin, the calculation gives 219.9 kJ/mol. As for the HOMO energy: -8.73 eV. Its total energy is -832.74361 a.u. As for the spin multiplicity: 1. The HOMO-LUMO gap comes out at 9.4 eV.



The following is a quantum chemistry calculation of a structure of composition C12H19Br21NO5S2 at a distorted geometry, from OMol25.

Last column: Mulliken charge in e.
Geometry (Å):
C  0.46764  1.58603  -3.29552  -0.69
S  0.02894  0.08916  -2.20717  0.86
O  -0.18044  0.57845  -0.74211  -0.55
O  -1.30512  -0.51083  -2.73757  -0.54
N  1.39684  -1.00438  -2.31983  -0.36
S  0.87739  -2.66458  -2.16519  0.90
O  0.21533  -3.04555  -3.54587  -0.68
O  -0.24581  -2.88878  -1.09796  -0.55
C  2.33474  -3.84516  -1.92018  -0.59
C  3.12297  -3.65245  -0.49643  -0.63
C  4.21098  -2.42795  -0.45875  -0.06
C  5.02883  -2.17593  -1.85661  -0.37
O  4.61490  -0.88543  -2.49950  -0.48
H  0.03625  1.47382  -4.39118  0.28
H  1.63675  1.59023  -3.38756  0.25
H  0.04476  2.60058  -2.87871  0.15
H  3.01218  -3.83121  -2.87415  0.27
H  1.84995  -4.93553  -1.88453  0.29
H  2.34543  -3.45182  0.38681  0.24
H  3.69821  -4.65047  -0.23421  0.33
H  3.76919  -1.39793  -0.05460  -0.04
H  5.03056  -2.73776  0.35216  0.31
H  6.16853  -1.99831  -1.54844  0.20
H  5.03891  -3.07876  -2.60078  0.26
H  4.37860  -0.20836  -1.78145  0.27
C  -0.43683  4.06744  0.35594  0.11
Br  -1.95581  4.10619  -0.85872  -0.09
Br  1.15689  4.83522  -0.45313  0.07
Br  -0.85435  4.89991  2.06384  -0.04
H  -0.21661  3.01420  0.55898  -0.04
C  2.35394  2.39444  2.37268  0.05
Br  2.25615  1.29050  3.97142  -0.04
Br  2.85703  4.22705  2.78799  0.01
Br  3.51677  1.61268  1.02327  0.05
H  1.34626  2.42849  1.94553  -0.09
C  -4.98067  -0.95718  -3.76884  -0.22
Br  -4.99280  0.18438  -2.19375  0.07
Br  -6.39498  -2.29133  -3.70692  -0.06
Br  -5.03467  0.07911  -5.41426  -0.05
H  -4.02929  -1.49929  -3.76349  0.27
C  -4.72823  0.63595  1.64045  0.16
Br  -4.62520  2.33383  0.69663  -0.05
Br  -3.35685  0.48561  3.01186  0.06
Br  -6.50751  0.31326  2.35758  -0.06
H  -4.53241  -0.15116  0.90483  -0.15
C  -4.16028  -1.44915  7.02664  -0.38
Br  -2.41844  -0.59529  7.17193  -0.03
Br  -5.61072  -0.19630  7.35931  -0.04
Br  -4.37520  -2.37053  5.32690  0.08
H  -4.20941  -2.21092  7.81170  0.34
C  -3.63303  -4.70869  1.91378  -0.41
Br  -3.53000  -3.01081  0.96996  0.16
Br  -2.26165  -4.85902  3.28519  -0.02
Br  -5.41231  -5.03137  2.63090  -0.06
H  -3.43721  -5.49580  1.17816  0.35
C  4.23760  7.92705  -0.40001  -0.36
Br  4.12925  6.56761  -1.78724  -0.04
Br  2.96797  9.37005  -0.69974  -0.01
Br  4.05668  7.16163  1.37921  0.03
H  5.23939  8.36515  -0.45924  0.36

The lowest unoccupied orbital energy comes out at 1.12 eV. The charge is -1. As for the HOMO energy: -5.41 eV. Its total energy is -55750.05302 a.u. As for the spin multiplicity: 1. The HOMO-LUMO gap comes out at 6.5 eV.



The following is a quantum chemistry calculation of a structure of composition C12H19Cl3O3Ru at a distorted geometry, from OMol25.

Last column: Mulliken charge in e.
Geometry (Å):
C  -1.59121  -1.29839  -0.25085  1.53
C  -0.62478  -2.09598  -0.90670  0.53
C  0.29816  -1.26431  -1.57146  1.87
C  -0.60038  -3.57782  -0.86412  -1.89
C  -0.06513  0.12648  -1.31813  0.42
C  -1.23467  0.06766  -0.46559  -0.74
C  -1.92822  1.23924  0.10384  -0.81
C  -2.81376  -1.76867  0.43243  -1.92
C  1.42065  -1.71092  -2.40750  -1.85
C  0.36636  1.30606  -2.10278  -1.82
Ru  0.59754  0.12229  0.73281  0.04
Cl  1.89682  -2.56770  1.13234  -0.77
Cl  -0.33183  -0.73932  2.66804  -0.57
Cl  2.77470  0.30817  -0.05833  -0.59
H  -1.01302  -3.94363  0.08276  0.33
H  0.42385  -3.95639  -0.92521  0.34
H  -1.19615  -4.01236  -1.67653  0.32
H  1.92069  -2.57171  -1.95904  0.36
H  2.17367  -0.92826  -2.50624  0.33
H  1.08290  -1.99549  -3.40882  0.31
H  1.46340  1.41392  -2.05138  0.24
H  -0.09344  2.22325  -1.69708  0.37
H  0.06146  1.20454  -3.16204  0.31
H  -1.83542  2.12389  -0.51820  0.29
H  0.03210  2.18224  1.27111  0.64
H  -2.97786  1.04216  0.37995  0.32
H  -2.57513  -2.51450  1.20260  0.35
H  -3.50944  -2.23582  -0.28387  0.28
H  -3.34498  -0.93418  0.90897  0.38
O  -1.13000  1.49944  1.30759  -0.59
H  -1.32074  0.78193  2.00683  0.33
C  2.09123  3.83635  2.39848  -1.23
C  1.85036  2.39163  2.18856  0.89
O  1.07990  2.24106  1.04006  -0.45
O  2.15864  1.46342  2.92177  -0.47
H  1.64879  4.41029  1.58982  0.28
H  3.16244  3.97683  2.40723  0.32
H  1.68250  4.15461  3.35870  0.29

The lowest unoccupied orbital energy (alpha / beta) comes out at 5.14 / 5.10 eV. The charge is -2. For the energy above the lowest of the compared OMol25 structures with the same formula, charge and spin, the calculation gives 27.1 kJ/mol. As for the HOMO energy (alpha / beta): 0.79 / 0.21 eV. Its total energy is -2169.79453 a.u. As for the spin multiplicity: 5. The HOMO-LUMO gap (alpha / beta) comes out at 4.3 / 4.9 eV.



The following is a quantum chemistry calculation of a structure of composition C12H19ClINO2PPd at a distorted geometry, from OMol25.

Last column: Mulliken charge in e.
Geometry (Å):
C  0.63705  -3.26658  -0.79196  -0.27
C  2.16967  -2.90528  -0.27942  0.25
H  0.55605  -4.33090  -1.15072  0.41
H  0.42956  -2.54041  -1.65219  -0.03
H  -0.15579  -2.90869  -0.05933  0.24
O  3.06432  -3.54393  -0.85391  -0.15
I  3.44425  -1.89236  1.29462  0.56
Pd  -0.94479  1.04110  -0.35639  -0.16
P  -0.59016  1.14771  -2.43571  0.98
C  1.06954  1.27005  -3.02870  -0.92
C  -1.25784  -0.38947  -3.23694  -1.02
H  -2.54694  2.47814  -2.69575  0.41
H  -1.61916  2.29655  -4.27318  0.40
H  -1.03858  3.45043  -2.98954  0.40
C  -1.58126  2.48410  -3.18842  -1.00
H  -2.28169  -0.55184  -2.83714  0.37
H  -1.21196  -0.12380  -4.25612  0.50
H  0.89444  1.23478  -4.07784  0.41
H  1.69595  0.41048  -2.73343  0.23
H  -0.58610  -1.24839  -3.00329  0.24
H  1.50321  2.20804  -2.64374  0.44
C  1.80148  -0.58488  -1.07585  0.05
O  2.49135  -1.22347  -1.78101  -0.16
Cl  -3.51364  0.73010  0.01434  -0.18
N  -0.45155  -0.89154  1.57099  -0.38
C  -0.31617  -0.12279  2.74687  0.42
C  0.82234  -0.28609  3.65452  -0.24
C  1.14179  0.70459  4.54956  -0.70
C  0.12945  1.68966  4.85299  -0.19
C  -1.05913  1.74468  4.12515  -0.57
C  -1.30676  0.79780  3.09641  -0.13
H  0.47307  -1.03254  1.13487  0.16
H  -1.21811  -0.77301  0.87275  0.33
H  1.34528  -1.25522  3.66415  0.67
H  1.98206  0.61401  5.18262  0.47
H  0.25249  2.38705  5.70254  0.42
H  -1.90474  2.41217  4.40256  0.43
H  -2.31895  0.76971  2.53568  0.28

The lowest unoccupied orbital energy (alpha / beta) comes out at -11.65 / -14.05 eV. The charge is +3. As for the HOMO energy (alpha / beta): -18.74 / -19.57 eV. Its total energy is -1899.64600 a.u. As for the spin multiplicity: 5. The HOMO-LUMO gap (alpha / beta) comes out at 7.1 / 5.5 eV.



Question: What is the formula in the third record?
Answer: C12H19Cl3O3Ru



Question: Number 4 is which compound?
Answer: C12H19ClINO2PPd